[1]
{
  "formula": "C4H6N3OS",
  "method": "ωB97M-V/def2-TZVPD",
  "homo_energy_ev": [-12.99, -12.99],
  "orbital_gap_ev": [8.09, 8.09],
  "charge": 1,
  "lumo_energy_ev": [-4.9, -4.9],
  "species": ["C", "C", "N", "C", "N", "S", "N", "C", "O", "H", "H", "H", "H", "H", "H"],
  "positions_angstrom": [[-1.729, -2.319, -0.013], [-0.820, -1.423, -0.013], [0.163, -0.646, -0.014], [0.148, 0.768, -0.034], [-0.873, 1.521, -0.008], [-2.439, 1.061, 0.041], [1.414, 1.348, -0.061], [2.580, 0.668, 0.017], [2.655, -0.547, 0.087], [-2.108, -2.762, -0.922], [-2.191, -2.661, 0.901], [1.215, -0.981, 0.035], [-2.904, 2.318, 0.074], [1.415, 2.360, -0.105], [3.474, 1.296, 0.014]]
}

[2]
{
  "formula": "C7H15N2O",
  "method": "ωB97M-V/def2-TZVPD",
  "homo_energy_ev": -15.22,
  "orbital_gap_ev": 12.39,
  "charge": 1,
  "lumo_energy_ev": -2.8,
  "species": ["C", "C", "O", "C", "C", "N", "N", "C", "C", "C", "H", "H", "H", "H", "H", "H", "H", "H", "H", "H", "H", "H", "H", "H", "H"],
  "positions_angstrom": [[-1.512, 1.241, 0.568], [-0.600, 0.635, -0.492], [0.024, 1.700, -1.212], [-1.656, -0.221, -1.252], [-2.511, 0.721, -1.908], [-3.283, 1.396, -2.395], [0.545, -0.256, 0.047], [0.090, -1.455, 0.716], [1.307, -0.454, -1.254], [1.310, 0.507, 1.085], [-0.893, 1.548, 1.366], [-2.245, 0.634, 0.961], [-1.946, 2.283, 0.283], [-0.455, 2.289, -1.737], [-2.390, -0.695, -0.665], [-1.230, -0.990, -1.876], [0.270, -1.368, 1.711], [-0.964, -1.703, 0.540], [0.627, -2.398, 0.370], [1.854, 0.365, -1.672], [2.094, -1.150, -0.808], [0.703, -1.074, -1.931], [1.740, 1.358, 0.472], [0.896, 0.857, 2.007], [2.138, -0.159, 1.178]]
}

[3]
{
  "formula": "C28H25BrPmSi",
  "method": "ωB97M-V/def2-TZVPD",
  "homo_energy_ev": [-3.27, -3.27],
  "multiplicity": 5,
  "orbital_gap_ev": [5.46, 5.50],
  "charge": -1,
  "lumo_energy_ev": [2.2, 2.2],
  "species": ["C", "C", "C", "H", "C", "C", "H", "H", "H", "H", "Pm", "Br", "C", "C", "C", "H", "C", "C", "H", "H", "H", "H", "C", "C", "C", "C", "C", "C", "Si", "C", "C", "C", "C", "C", "C", "C", "C", "C", "C", "C", "C", "H", "H", "H", "H", "H", "H", "H", "H", "H", "H", "H", "H", "H", "H", "H"],
  "positions_angstrom": [[2.604, 3.924, 0.012], [1.854, 4.184, 1.242], [2.067, 3.066, 2.147], [1.111, 4.978, 1.330], [2.935, 2.123, 1.449], [3.265, 2.669, 0.154], [3.970, 2.271, -0.566], [2.703, 4.548, -0.866], [1.518, 2.879, 3.080], [3.328, 1.190, 1.844], [0.156, 2.431, 0.735], [-2.324, 3.624, 0.492], [-0.122, 1.290, -3.593], [1.285, 1.145, -3.562], [1.860, 2.427, -3.365], [1.844, 0.217, -3.774], [0.800, 3.374, -3.232], [-0.432, 2.665, -3.383], [-1.423, 3.113, -3.480], [-0.841, 0.503, -3.859], [2.905, 2.677, -3.429], [0.926, 4.451, -3.200], [0.981, -4.513, -1.730], [0.438, -3.455, -2.517], [0.190, -2.222, -1.902], [0.351, -2.088, -0.524], [0.997, -3.073, 0.233], [1.338, -4.289, -0.387], [-0.415, -0.651, 0.289], [-2.241, -0.968, 0.089], [-2.971, -0.262, -0.868], [-4.197, -0.776, -1.304], [-4.670, -1.979, -0.746], [-4.008, -2.596, 0.324], [-2.776, -2.072, 0.747], [-0.091, -0.527, 2.131], [-1.098, -0.069, 3.015], [-0.865, -0.035, 4.398], [0.402, -0.376, 4.885], [1.444, -0.729, 4.015], [1.199, -0.768, 2.637], [1.138, -5.511, -2.198], [0.224, -3.615, -3.582], [-0.180, -1.371, -2.505], [1.195, -2.923, 1.297], [1.861, -5.074, 0.176], [-2.564, 0.686, -1.285], [-4.779, -0.252, -2.057], [-5.578, -2.447, -1.158], [-4.431, -3.463, 0.832], [-2.205, -2.566, 1.563], [-2.051, 0.273, 2.595], [-1.670, 0.261, 5.083], [0.591, -0.338, 5.955], [2.443, -0.976, 4.395], [2.010, -0.984, 1.927]]
}

[4]
{
  "formula": "C6H13NS",
  "method": "ωB97M-V/def2-TZVPD",
  "homo_energy_ev": -8.02,
  "orbital_gap_ev": 8.84,
  "lumo_energy_ev": 0.8,
  "species": ["C", "C", "N", "C", "C", "C", "C", "S", "H", "H", "H", "H", "H", "H", "H", "H", "H", "H", "H", "H", "H"],
  "positions_angstrom": [[-1.857, -0.635, -0.570], [-0.978, -0.635, 0.653], [0.320, 0.076, 0.446], [0.330, 1.480, 0.748], [0.134, 2.316, -0.528], [1.427, -0.578, 0.079], [1.313, -2.128, -0.133], [2.823, 0.218, -0.088], [-2.053, 0.392, -0.919], [-1.322, -1.153, -1.383], [-2.818, -1.140, -0.360], [-1.504, -0.075, 1.432], [-0.782, -1.596, 1.087], [-0.524, 1.569, 1.446], [1.223, 1.862, 1.254], [1.048, 2.209, -1.109], [-0.712, 2.009, -1.172], [0.043, 3.398, -0.306], [2.247, -2.470, -0.576], [0.480, -2.424, -0.808], [1.163, -2.694, 0.807]]
}

[5]
{
  "formula": "C4H8N3O",
  "method": "ωB97M-V/def2-TZVPD",
  "homo_energy_ev": -14.18,
  "orbital_gap_ev": 8.70,
  "charge": 1,
  "lumo_energy_ev": -5.5,
  "species": ["C", "C", "N", "N", "N", "C", "C", "O", "H", "H", "H", "H", "H", "H", "H", "H"],
  "positions_angstrom": [[0.378, -1.177, -0.311], [-0.723, -0.711, -1.005], [-1.939, -1.169, -1.126], [-0.391, 0.594, -1.607], [0.522, 1.144, -0.976], [0.937, 0.778, 0.249], [0.080, 1.013, 1.392], [2.148, 0.830, 0.611], [0.198, -1.806, 0.552], [1.305, -1.234, -0.811], [-2.097, -1.951, -0.555], [-2.732, -0.540, -1.279], [-0.822, 1.336, 0.890], [0.496, 1.760, 2.091], [-0.096, 0.040, 2.033], [2.738, 1.092, -0.146]]
}

One value per record, in order, for E: -21589.32744, -12520.41898, -123916.69840, -18757.96634, -10785.24939 eV.